Entry 1:
The following is a quantum chemistry calculation of an isolated molecule of C5H9NS2, from the Open Molecules 2025 dataset.

CARTESIAN COORDINATES (ANGSTROEM)
C: -1.21852 1.65769 0.52515
C: -0.53700 0.87342 -0.62479
C: 0.42366 1.45321 -1.39296
C: -0.59004 -1.84157 -0.09798
C: 0.47728 -1.39237 0.85675
H: -1.10725 1.00873 1.38749
H: -0.68884 2.56282 0.78625
H: -2.24465 1.75364 0.20166
H: 0.75107 2.47871 -1.24543
H: 0.75047 0.95350 -2.27186
H: 0.50759 -2.11650 1.65022
H: 0.16772 -0.43123 1.22686
H: 2.47183 -1.19981 0.85432
H: 1.58318 -0.49451 -0.51789
N: 1.70998 -1.36739 0.13939
S: -1.25867 -0.58796 -1.16422
S: -1.19778 -3.31039 -0.31297

## Properties
Orbital gap = 8.49 eV
HOMO = -8.545 eV
Max |F| = 3.6 eV Å⁻¹
Electronic energy = -28489.7656 eV
SMILES string = C=C(C)SC(=S)CN

=====

Entry 2:
The following is a quantum chemistry calculation of a structure of composition C15H24FeN3O2PS4, from the Open Molecules 2025 dataset.

CARTESIAN COORDINATES (ANGSTROEM)
Fe: -2.06613 0.54195 0.82880
C: -2.89511 2.13053 2.15491
C: -3.76333 1.01969 2.18323
C: -3.25447 -0.23424 2.52864
C: -1.89213 -0.39295 2.85561
C: -1.04323 0.71990 2.81793
C: -1.54351 1.99026 2.47236
H: -3.26907 3.09232 1.82928
H: -4.79448 1.12295 1.87790
H: -3.90182 -1.09992 2.49408
H: -1.50621 -1.37111 3.10355
H: 0.01432 0.58880 2.99196
H: -0.88390 2.84276 2.41442
O: -3.49430 -0.57563 -5.59728
C: -3.33624 -0.36901 -4.43828
S: -3.22738 -1.66981 -3.21211
C: -2.96155 -0.62283 -1.85889
C: -2.89392 0.75375 -2.11322
S: -2.63393 1.87744 -0.88782
S: -3.09643 1.26958 -3.75495
S: -2.81254 -1.24946 -0.30286
C: 2.03547 -2.58757 -1.12466
N: 1.20391 -1.81040 -0.21301
C: 0.59916 -2.56595 0.87784
P: 1.10264 -0.17458 -0.19710
O: -0.30369 0.30378 -0.03801
N: 2.01275 0.34829 1.08845
C: 3.14254 -0.40128 1.63015
C: 2.12367 1.79534 1.26822
N: 1.73478 0.37771 -1.59529
C: 0.90783 0.88434 -2.68738
C: 3.17211 0.56382 -1.75110
H: 1.47819 -3.46407 -1.45671
H: 2.95954 -2.93186 -0.64715
H: 2.28753 -1.99521 -1.99925
H: 0.08009 -3.43533 0.47315
H: -0.13427 -1.95116 1.38859
H: 1.34087 -2.91351 1.60605
H: 3.04446 -1.45839 1.39612
H: 3.16859 -0.29012 2.71677
H: 4.09901 -0.04469 1.23496
H: 1.25523 2.29252 0.83763
H: 3.02295 2.19588 0.78901
H: 2.17838 2.03516 2.33375
H: -0.13508 0.63849 -2.50698
H: 1.22016 0.43258 -3.63146
H: 0.99732 1.97028 -2.77655
H: 3.71966 0.06219 -0.95713
H: 3.44126 1.62379 -1.74630
H: 3.50036 0.13499 -2.69985

## Properties
Orbital gap (spin up / spin down) = 7.40 / 6.88 eV
Multiplicity = 2
HOMO (spin up / spin down) = -10.319 / -11.522 eV
Max |F| = 0.6 eV Å⁻¹
Net charge = +1
Electronic energy = -111523.2505 eV

=====

Entry 3:
The following is a quantum chemistry calculation of a structure of composition C5H15KO5, from the Open Molecules 2025 dataset.

CARTESIAN COORDINATES (ANGSTROEM)
K: -0.33434 0.82210 -1.03938
C: 0.08640 0.82739 3.50679
C: 0.23421 1.97744 2.58932
O: 0.69962 1.90533 1.41571
O: -0.01953 3.12944 3.01862
H: 0.54479 0.04208 2.90574
H: -0.96547 0.58156 3.65259
H: 0.53300 0.91129 4.49756
C: 2.26247 -1.19529 -0.58055
O: 1.02261 -1.81248 -0.57662
H: 3.18055 -1.78261 -0.56374
H: 2.44562 -0.58326 -1.46371
H: 2.35625 -0.52771 0.27598
H: 0.99734 -2.33370 0.22917
C: -2.95987 -0.32663 1.38624
O: -2.65713 0.70516 0.40404
H: -2.92832 -1.33678 0.97796
H: -2.29763 -0.25921 2.24938
H: -3.92132 -0.01213 1.79221
H: -3.28144 1.42439 0.52466
C: 0.66744 -0.70738 -4.20169
O: 1.17668 0.45162 -3.54903
H: -0.09388 -0.24976 -4.83342
H: 1.34413 -1.19941 -4.90032
H: 0.27655 -1.52337 -3.59387
H: 1.63128 1.07192 -4.12363

## Properties
Orbital gap (spin up / spin down) = 10.98 / 7.47 eV
Multiplicity = 2
HOMO (spin up / spin down) = -13.758 / -13.758 eV
Max |F| = 2.6 eV Å⁻¹
Net charge = +1
Electronic energy = -31983.1278 eV

=====

Entry 4:
The following is a quantum chemistry calculation of a cluster of 4 separate species, C10H19O3S2 in total, from the Open Molecules 2025 dataset.

CARTESIAN COORDINATES (ANGSTROEM)
O: -1.78482 -1.08509 -0.54729
H: -0.90682 -0.68809 -0.69429
C: 1.14418 -2.21509 1.25871
S: -0.25182 -3.27809 1.21271
O: 0.24818 -4.72709 1.16971
C: -0.90782 -3.09209 2.80771
H: 0.98118 -1.23809 1.24771
H: 1.52318 -2.36109 0.41371
H: 1.69718 -2.37709 2.10971
H: -2.02482 -3.43909 2.80571
H: -1.31782 -2.04909 3.14071
H: -0.35582 -3.66509 3.66371
C: 1.18918 -0.75109 -2.68129
S: -0.19382 0.25591 -3.16529
O: 0.56718 1.61791 -3.35929
C: -0.51882 -0.50309 -4.69129
H: 1.54718 -0.30909 -1.60729
H: 1.92218 -0.54109 -3.36629
H: 1.13918 -1.85209 -2.71729
H: 0.37418 -0.59709 -5.16029
H: -1.33082 -0.16509 -5.20529
H: -0.80882 -1.53609 -4.23829
C: -1.54182 2.85691 1.81671
C: -1.01482 2.09791 0.73371
C: 0.32318 2.13791 0.36771
C: 1.23618 2.87791 1.18071
C: 0.80718 3.75891 2.22971
C: -0.72782 3.80991 2.42971
H: -2.56282 2.91091 2.07971
H: -1.67582 1.18991 0.21771
H: 0.68718 1.51891 -0.49129
H: 2.39218 2.76391 1.09371
H: 1.37918 4.26191 2.77371
H: -1.23282 4.41091 3.17171

## Properties
Orbital gap = 6.08 eV
HOMO = -3.147 eV
Max |F| = 12.4 eV Å⁻¹
Net charge = -1
Electronic energy = -38484.7005 eV

=====

Entry 5:
The following is a quantum chemistry calculation of a structure of composition C32H16AlBr2ClF5N3O3, from the Open Molecules 2025 dataset.

CARTESIAN COORDINATES (ANGSTROEM)
Al: 0.06489 0.08173 -0.26736
Cl: 1.39246 0.21933 6.46599
C: 0.83380 0.50385 4.84325
C: 1.01588 1.75881 4.26180
C: 0.56433 2.00229 2.98295
C: -0.05457 0.99694 2.22540
O: -0.48723 1.25613 0.99977
C: -0.21874 -0.27645 2.82945
C: -0.90765 -1.33038 2.11850
N: -1.04295 -1.28765 0.84973
C: -1.90742 -2.09226 0.09721
C: -2.28232 -3.38507 0.31805
C: -3.19430 -4.01035 -0.56264
C: -3.72146 -3.34115 -1.63040
C: -3.34556 -1.99773 -1.88398
C: -3.83997 -1.21570 -2.95102
C: -3.40987 0.07245 -3.09731
C: -2.45319 0.58328 -2.20079
N: -1.97016 -0.11182 -1.19929
C: -2.42258 -1.38587 -1.02331
C: 0.21027 -0.49634 4.14300
H: 1.51665 2.53592 4.82441
H: 0.69493 2.97465 2.52432
H: -1.38264 -2.12087 2.70335
H: -1.87174 -3.93760 1.15447
H: -3.47528 -5.03969 -0.38176
H: -4.42492 -3.82551 -2.29641
H: -4.55386 -1.64637 -3.64316
H: -3.77153 0.69655 -3.90233
H: -2.05958 1.58478 -2.33213
H: 0.06347 -1.46708 4.60189
C: 0.59747 3.50873 -1.14025
C: 1.85745 2.83597 -0.67974
C: 3.07961 3.53659 -0.57787
C: 4.21021 2.89574 -0.15968
C: 4.15154 1.53096 0.19590
C: 5.22629 0.73996 0.66676
Br: 6.96219 1.49073 0.82035
C: 5.03299 -0.56188 1.02344
C: 3.75560 -1.14651 0.93891
Br: 3.50612 -2.93065 1.50078
C: 2.66340 -0.44255 0.47941
O: 1.44786 -0.91239 0.41442
C: 2.89230 0.91485 0.08480
N: 1.78828 1.56153 -0.36741
H: 0.78047 4.53753 -1.44296
H: -0.13990 3.49330 -0.33486
H: 0.17826 2.96154 -1.98602
H: 3.10852 4.58572 -0.84211
H: 5.15102 3.42523 -0.08852
H: 5.86265 -1.15437 1.38224
F: 3.33662 -1.23826 -6.47144
C: 2.62665 -0.97511 -5.36871
C: 1.98059 0.23654 -5.22463
F: 2.05859 1.15428 -6.19361
C: 1.24788 0.49998 -4.08348
F: 0.61359 1.68487 -3.98366
C: 1.12969 -0.42025 -3.04040
O: 0.42397 -0.17004 -1.97325
C: 1.79179 -1.63989 -3.22125
F: 1.70333 -2.57032 -2.26430
C: 2.52466 -1.91472 -4.35885
F: 3.13772 -3.09409 -4.48936

## Properties
Orbital gap = 6.74 eV
HOMO = -7.708 eV
Max |F| = 0.6 eV Å⁻¹
Electronic energy = -216854.4400 eV

=====

What did the fifth record say?
The following is a quantum chemistry calculation of a structure of composition C32H16AlBr2ClF5N3O3, from the Open Molecules 2025 dataset.

CARTESIAN COORDINATES (ANGSTROEM)
Al: 0.06489 0.08173 -0.26736
Cl: 1.39246 0.21933 6.46599
C: 0.83380 0.50385 4.84325
C: 1.01588 1.75881 4.26180
C: 0.56433 2.00229 2.98295
C: -0.05457 0.99694 2.22540
O: -0.48723 1.25613 0.99977
C: -0.21874 -0.27645 2.82945
C: -0.90765 -1.33038 2.11850
N: -1.04295 -1.28765 0.84973
C: -1.90742 -2.09226 0.09721
C: -2.28232 -3.38507 0.31805
C: -3.19430 -4.01035 -0.56264
C: -3.72146 -3.34115 -1.63040
C: -3.34556 -1.99773 -1.88398
C: -3.83997 -1.21570 -2.95102
C: -3.40987 0.07245 -3.09731
C: -2.45319 0.58328 -2.20079
N: -1.97016 -0.11182 -1.19929
C: -2.42258 -1.38587 -1.02331
C: 0.21027 -0.49634 4.14300
H: 1.51665 2.53592 4.82441
H: 0.69493 2.97465 2.52432
H: -1.38264 -2.12087 2.70335
H: -1.87174 -3.93760 1.15447
H: -3.47528 -5.03969 -0.38176
H: -4.42492 -3.82551 -2.29641
H: -4.55386 -1.64637 -3.64316
H: -3.77153 0.69655 -3.90233
H: -2.05958 1.58478 -2.33213
H: 0.06347 -1.46708 4.60189
C: 0.59747 3.50873 -1.14025
C: 1.85745 2.83597 -0.67974
C: 3.07961 3.53659 -0.57787
C: 4.21021 2.89574 -0.15968
C: 4.15154 1.53096 0.19590
C: 5.22629 0.73996 0.66676
Br: 6.96219 1.49073 0.82035
C: 5.03299 -0.56188 1.02344
C: 3.75560 -1.14651 0.93891
Br: 3.50612 -2.93065 1.50078
C: 2.66340 -0.44255 0.47941
O: 1.44786 -0.91239 0.41442
C: 2.89230 0.91485 0.08480
N: 1.78828 1.56153 -0.36741
H: 0.78047 4.53753 -1.44296
H: -0.13990 3.49330 -0.33486
H: 0.17826 2.96154 -1.98602
H: 3.10852 4.58572 -0.84211
H: 5.15102 3.42523 -0.08852
H: 5.86265 -1.15437 1.38224
F: 3.33662 -1.23826 -6.47144
C: 2.62665 -0.97511 -5.36871
C: 1.98059 0.23654 -5.22463
F: 2.05859 1.15428 -6.19361
C: 1.24788 0.49998 -4.08348
F: 0.61359 1.68487 -3.98366
C: 1.12969 -0.42025 -3.04040
O: 0.42397 -0.17004 -1.97325
C: 1.79179 -1.63989 -3.22125
F: 1.70333 -2.57032 -2.26430
C: 2.52466 -1.91472 -4.35885
F: 3.13772 -3.09409 -4.48936

## Properties
Orbital gap = 6.74 eV
HOMO = -7.708 eV
Max |F| = 0.6 eV Å⁻¹
Electronic energy = -216854.4400 eV

=====

Question: What is the electronic energy in the fourth record?
Answer: -38484.7005 eV